Molecular formula: C13H9F6N4O8PbS2
Method: DFT, ωB97M-V with the def2-TZVPD basis set

Last column: natural (NBO) charge in e.
CARTESIAN COORDINATES (ANGSTROEM)
Pb  8.2222  11.0734  8.1958  2.36
O  8.3945  9.9264  12.1711  -0.51
C  8.0658  10.3947  11.1103  0.74
O  8.4252  9.8961  9.9471  -0.79
C  7.1598  11.6335  10.9773  0.13
C  6.3617  12.3067  11.9553  -0.17
C  5.8024  13.5303  11.5025  -0.12
C  5.8765  14.0619  10.2658  -0.18
C  6.5796  13.2914  9.3834  0.13
N  7.2681  12.2054  9.7750  -0.55
C  6.6611  13.5278  7.9198  0.74
O  6.0577  14.4559  7.5417  -0.49
O  7.3360  12.6463  7.0994  -0.77
H  6.1568  11.9124  12.9701  0.28
H  5.0628  13.9850  12.1450  0.24
H  5.2366  14.9149  9.9713  0.28
F  11.8104  14.3885  6.6517  -0.26
C  11.9616  13.1281  6.7381  0.76
F  13.2560  12.9333  6.5423  -0.29
F  11.1336  12.4525  5.8847  -0.32
S  11.6258  12.2690  8.3555  2.23
O  10.0958  12.4091  8.3639  -1.01
O  12.2980  12.9376  9.4140  -0.83
N  12.1022  10.7878  8.1725  -1.19
S  11.4492  9.6397  7.2498  2.22
O  9.9524  9.9414  7.1897  -1.01
O  11.9794  9.3480  5.9780  -0.82
C  11.6602  8.1927  8.3709  0.78
F  11.1940  7.1772  7.7584  -0.28
F  12.9809  8.0052  8.5955  -0.29
F  10.9709  8.4334  9.4731  -0.28
C  5.2738  6.4836  7.3214  -0.41
N  5.7222  7.8094  6.9931  -0.30
C  5.0381  8.8057  6.3838  -0.05
C  5.7550  9.9511  6.5207  -0.08
N  6.9332  9.5973  7.2269  -0.61
C  6.8108  8.3016  7.5696  0.25
H  4.3126  6.3096  6.6981  0.24
H  5.0872  6.4092  8.4177  0.23
H  6.0159  5.7802  7.2200  0.23
H  4.1069  8.6458  5.8451  0.26
H  5.6314  10.9759  6.0280  0.28
H  7.5223  7.6972  8.1870  0.26

Summary:
frontier orbital gap	8.354	eV
spin multiplicity	1
net charge	+1
HOMO level	-13.7	eV
LUMO level	-0.198	Eh
energy relative to the best compared isomer or geometry (same formula, charge and spin)	95.7	kJ/mol

Molecular formula: C13H9N2ReS4SbSe
Method: DFT, ωB97M-V with the def2-TZVPD basis set

Last column: natural (NBO) charge in e.
CARTESIAN COORDINATES (ANGSTROEM)
Re  0.5487  0.7564  0.0043  0.55
S  -0.6791  3.8664  -0.9206  -0.65
Sb  1.4566  3.6250  -0.3464  1.30
S  1.8975  1.3129  -1.6263  -0.20
S  1.1713  2.0381  1.6777  -0.20
S  3.4217  4.5616  -0.1754  -0.47
Se  -2.7457  1.6097  0.0324  1.13
N  -1.4637  0.3442  -0.2923  -0.80
C  -2.0813  -0.8383  -0.4812  0.27
C  -1.4718  -2.0757  -0.8027  -0.28
C  -2.2737  -3.1649  -0.9554  -0.10
C  -3.6949  -3.1053  -0.8107  -0.20
C  -4.3134  -1.9374  -0.5215  -0.16
C  -3.5119  -0.7680  -0.3516  0.06
N  -4.0096  0.4215  -0.0612  -0.54
H  -0.4045  -2.1443  -0.9460  0.24
H  -1.8217  -4.1157  -1.2064  0.24
H  -4.2719  -4.0091  -0.9471  0.24
H  -5.3855  -1.8518  -0.4154  0.25
C  1.1208  -0.7929  0.5134  0.21
C  1.7166  -2.0207  0.9114  -0.27
C  2.5095  -2.7242  -0.0058  -0.15
C  3.0932  -3.9154  0.3814  -0.15
C  2.8862  -4.4015  1.6674  -0.16
C  2.1000  -3.7043  2.5777  -0.20
C  1.5101  -2.5108  2.2069  -0.14
H  2.6666  -2.3219  -0.9985  0.23
H  3.7136  -4.4641  -0.3137  0.23
H  3.3464  -5.3341  1.9655  0.23
H  1.9535  -4.0917  3.5763  0.24
H  0.9016  -1.9495  2.9035  0.23

Summary:
frontier orbital gap	6.628	eV
spin multiplicity	1
net charge	+1
HOMO level	-12.0	eV
LUMO level	-0.199	Eh
energy relative to the best compared isomer or geometry (same formula, charge and spin)	10.1	kJ/mol

Molecular formula: C14H10CaClF3N4O12S2
Method: DFT, ωB97M-V with the def2-TZVPD basis set

Last column: natural (NBO) charge in e.
CARTESIAN COORDINATES (ANGSTROEM)
Ca  -1.1990  -0.5673  0.3520  1.78
C  3.0559  -0.1691  -1.8941  -0.70
C  1.6675  0.0867  -1.3981  0.27
N  0.7087  -0.7455  -1.5250  -0.23
N  1.0860  -1.9987  -1.9954  -0.49
C  0.1139  -2.8601  -2.4751  0.25
N  0.3320  -4.1549  -2.0650  -0.82
S  -1.0621  -2.3808  -3.5031  -0.13
C  1.4203  1.3279  -0.5715  0.18
C  2.4142  2.2803  -0.3974  -0.25
C  2.2124  3.3065  0.5176  -0.16
C  1.0335  3.3587  1.2292  -0.25
C  0.0764  2.3836  0.9746  0.08
N  0.2666  1.4051  0.0997  -0.48
H  3.0248  -0.8655  -2.7304  0.24
H  3.6687  -0.6032  -1.0973  0.24
H  3.5394  0.7461  -2.2278  0.21
H  1.8424  -2.4079  -1.4626  0.38
H  0.5504  -4.2111  -1.0764  0.40
H  -0.4505  -4.7474  -2.2997  0.40
H  3.3470  2.2202  -0.9354  0.21
H  2.9903  4.0427  0.6808  0.20
H  0.8445  4.1190  1.9740  0.22
H  -0.8763  2.3685  1.4969  0.24
O  -4.7542  4.1630  -1.6538  -0.59
C  -4.1314  3.1935  -1.2667  0.36
C  -3.4229  2.1830  -2.1417  0.35
O  -3.3359  2.2360  -3.3576  -0.60
C  -2.8555  1.1707  -1.2312  0.26
C  -3.1433  1.5488  0.1326  0.23
O  -2.7287  0.8935  1.1519  -0.83
C  -3.9048  2.7926  0.1668  0.34
O  -4.2768  3.4211  1.1522  -0.63
O  -2.1879  0.1441  -1.5591  -0.78
O  -1.8414  -3.5209  2.3547  -0.80
Cl  -1.8407  -3.3827  0.9355  2.52
O  -2.1135  -4.6282  0.2870  -0.84
O  -2.7885  -2.3336  0.5211  -0.88
O  -0.5221  -2.8680  0.4486  -0.95
F  1.4317  -0.2805  4.7740  -0.32
C  2.0770  -0.3914  3.6123  0.68
F  2.2638  0.8452  3.1404  -0.33
F  3.2892  -0.9014  3.8728  -0.34
S  1.1720  -1.4475  2.4162  2.36
O  1.9275  -1.2441  1.1906  -1.02
O  1.2213  -2.7529  3.0040  -0.95
O  -0.1419  -0.7741  2.3791  -1.04

Summary:
frontier orbital gap	5.486	eV
spin multiplicity	1
net charge	-2
HOMO level	-1.3	eV
LUMO level	0.152	Eh
energy relative to the best compared isomer or geometry (same formula, charge and spin)	55.5	kJ/mol

- What is the formula in the third record?
  C14H10CaClF3N4O12S2

- The lowest HOMO level belongs to which entry?
  C13H9F6N4O8PbS2